# 1
The following is a DFT calculation (ωB97M-V/def2-TZVPD) of a structure of composition C37H39Cl2NO3PdSb.

Structure (XYZ):
```
84
C37H39Cl2NO3PdSb | the OMol25 dataset | ωB97M-V/def2-TZVPD
Pd -0.385 -1.399 -0.317
C -1.447 4.876 3.245
O -1.812 3.891 4.172
C -1.674 2.573 3.796
C -2.019 1.635 4.783
C -1.936 0.296 4.516
C -1.499 -0.203 3.283
C -1.464 -1.616 2.974
C -2.373 -2.545 3.762
O -0.765 -2.105 2.088
C -1.115 0.743 2.271
O -0.710 0.430 1.113
C -1.234 2.132 2.579
H -1.559 5.826 3.769
H -2.094 4.871 2.359
H -0.404 4.764 2.928
H -2.341 2.000 5.745
H -2.164 -0.391 5.319
H -2.264 -2.383 4.830
H -2.123 -3.578 3.516
H -3.410 -2.351 3.484
H -0.933 2.804 1.789
N 0.263 1.023 -1.480
C -0.124 1.525 -2.699
C -1.418 1.289 -3.172
C -1.807 1.723 -4.421
C -0.913 2.399 -5.239
C 0.372 2.633 -4.779
C 0.771 2.208 -3.525
H 1.108 1.407 -1.081
H -0.478 0.889 -0.785
H -2.110 0.733 -2.553
H -2.813 1.517 -4.761
H -1.219 2.741 -6.219
H 1.085 3.148 -5.409
H 1.785 2.382 -3.184
Cl 4.751 -0.597 0.441
C 3.356 -1.573 -0.052
Cl 1.867 -1.064 0.754
H 3.573 -2.606 0.217
H 3.236 -1.456 -1.130
C -1.578 -3.290 -4.183
C -2.693 -2.301 -4.254
C -3.247 -1.992 -5.488
C -4.272 -1.072 -5.604
C -4.734 -0.437 -4.467
C -4.188 -0.746 -3.236
C -3.172 -1.680 -3.100
Sb -2.572 -2.324 -1.114
C 0.541 -2.636 -1.565
C 1.196 -2.114 -2.677
C 2.158 -2.854 -3.350
C 2.467 -4.130 -2.917
C 1.798 -4.670 -1.834
C 0.838 -3.939 -1.148
C 0.131 -4.560 0.027
C -4.101 -1.093 -0.175
C -3.730 0.080 0.455
C -4.644 0.842 1.162
C -5.964 0.437 1.217
C -6.357 -0.703 0.538
C -5.442 -1.480 -0.157
C -5.897 -2.675 -0.932
H -1.239 -3.567 -5.178
H -1.892 -4.183 -3.641
H -0.740 -2.855 -3.646
H -2.871 -2.492 -6.374
H -4.683 -0.827 -6.573
H -5.538 0.282 -4.536
H -4.568 -0.240 -2.361
H 0.959 -1.116 -3.035
H 2.663 -2.439 -4.214
H 3.224 -4.708 -3.427
H 2.035 -5.676 -1.508
H 0.777 -5.286 0.524
H -0.769 -5.080 -0.320
H -0.174 -3.794 0.751
H -2.702 0.407 0.393
H -4.324 1.736 1.676
H -6.685 1.004 1.793
H -7.400 -0.990 0.550
H -6.931 -2.931 -0.717
H -5.258 -3.527 -0.709
H -5.800 -2.464 -1.996
```

E_tot ... -3002.3634 Ha
Total charge ... -1
Highest occupied orbital energy ... -4.016 eV
Molecular weight ... 844.8 u
ΔE to the lowest compared entry with this formula, charge and spin ... 0.00 kJ/mol

=====

# 2
The following is a DFT calculation (ωB97M-V/def2-TZVPD) of an isolated molecule of C3H4N2S.

Structure (XYZ):
```
10
C3H4N2S | the OMol25 dataset | ωB97M-V/def2-TZVPD
C -0.626 -0.193 -0.007
C 0.193 -1.379 -0.021
C 0.237 0.918 0.013
H -2.736 1.054 0.054
H -0.109 -2.410 0.106
H 2.336 0.850 -0.078
H 0.127 2.046 0.088
N 1.467 -0.975 -0.020
N 1.469 0.360 -0.084
S -2.357 -0.271 -0.051
```

E_tot ... -624.3796 Ha
Structure (SMILES) ... Sc1cn[nH]c1
Highest occupied orbital energy ... -8.188 eV
Molecular weight ... 100.1 u
ΔE to the lowest compared entry with this formula, charge and spin ... 121.16 kJ/mol

=====

# 3
The following is a DFT calculation (ωB97M-V/def2-TZVPD) of a cluster of 2 separate species, C18H25N2O in total.

Structure (XYZ):
```
46
C18H25N2O | the OMol25 dataset | ωB97M-V/def2-TZVPD
C 5.139 -1.820 1.864
O 4.808 -0.413 1.916
C 3.509 -0.037 1.819
C 3.234 1.348 1.963
C 1.935 1.776 2.016
C 0.832 0.861 2.065
C -0.442 1.356 2.446
C -1.676 0.640 2.373
C -2.868 1.356 2.046
C -4.079 0.709 1.882
C -4.178 -0.680 2.049
C -5.490 -1.365 1.844
C -3.032 -1.396 2.429
C -1.816 -0.755 2.622
C 1.130 -0.489 1.711
C 2.434 -0.944 1.623
H 6.225 -1.834 1.949
H 4.680 -2.363 2.704
H 4.821 -2.263 0.910
H 4.078 2.030 2.052
H 1.739 2.849 2.058
H -0.528 2.447 2.497
H -2.802 2.439 1.895
H -4.978 1.271 1.609
H -5.363 -2.450 1.784
H -6.188 -1.154 2.667
H -5.972 -1.017 0.922
H -3.109 -2.478 2.567
H -0.956 -1.318 2.989
H 0.321 -1.188 1.505
H 2.638 -2.001 1.426
C 0.828 2.980 5.013
N -0.201 2.007 5.373
C -1.553 2.527 5.539
N 0.233 1.070 6.281
C -0.209 0.963 7.665
H 0.441 4.004 5.111
H 1.725 2.839 5.635
H 1.115 2.816 3.973
H -1.522 3.627 5.594
H -2.143 2.253 4.653
H -2.050 2.116 6.424
H 1.211 0.842 6.133
H -0.291 -0.105 7.897
H 0.540 1.391 8.356
H -1.173 1.443 7.846
```

E_tot ... -885.2829 Ha
Total charge ... +1
Highest occupied orbital energy ... -9.757 eV
Molecular weight ... 285.4 u
ΔE to the lowest compared entry with this formula, charge and spin ... 423.75 kJ/mol

=====

# 4
The following is a DFT calculation (ωB97M-V/def2-TZVPD) of a cluster of 16 separate species, C2H36NO17 in total.

Structure (XYZ):
```
56
C2H36NO17 | the OMol25 dataset | ωB97M-V/def2-TZVPD
O -2.038 -0.700 2.520
C -1.539 0.162 1.894
O -2.059 1.394 2.048
C -0.608 -0.281 0.807
N 0.593 0.616 0.681
H -1.718 1.933 1.292
H -0.395 -1.312 0.847
H -1.253 -0.021 -0.187
H 1.266 0.332 -0.098
H 0.346 1.585 0.495
H 1.090 0.795 1.529
H -0.091 -0.429 4.155
H 0.343 1.049 4.087
O 0.402 0.235 3.672
H -0.713 -3.720 3.190
H -1.420 -2.498 2.569
O -0.726 -3.026 2.539
H 2.167 3.239 0.870
H 1.260 4.123 -0.042
O 1.224 3.440 0.550
H -0.109 -3.265 -1.281
H 0.811 -3.699 -2.192
O 0.293 -2.886 -2.083
H -0.062 -3.319 1.070
H 1.044 -4.155 0.351
O 0.199 -3.700 0.232
H 0.915 -1.410 -1.519
H 2.048 -0.288 -2.132
O 1.529 -0.701 -1.372
H -2.880 -1.484 -1.663
H -3.344 -0.404 -0.516
O -2.614 -0.732 -1.121
H -2.503 3.189 -0.748
H -1.286 3.900 -0.354
O -1.586 3.129 -0.896
H 5.206 -0.281 -0.075
H 3.726 -0.177 -0.580
O 4.289 -0.197 0.211
H 3.530 1.197 1.603
H 2.873 1.813 2.554
O 2.663 1.543 1.681
H 1.074 -0.182 -4.106
H 0.711 0.779 -2.993
O 1.424 0.573 -3.624
H -1.939 -4.145 -0.155
H -2.199 -2.860 -0.866
O -2.605 -3.776 -0.862
H -1.426 0.575 -1.975
H -0.581 1.922 -1.625
O -0.486 0.884 -1.789
H 3.185 1.662 -3.057
H 2.022 2.042 -2.140
O 2.980 2.108 -2.175
H -4.462 2.423 -0.129
H -4.563 1.385 0.809
O -4.010 1.618 0.098
```

E_tot ... -1431.3562 Ha
Total charge ... +1
Highest occupied orbital energy ... -13.307 eV
Molecular weight ... 346.3 u
ΔE to the lowest compared entry with this formula, charge and spin ... 0.00 kJ/mol

=====

# 5
The following is a DFT calculation (ωB97M-V/def2-TZVPD) of an isolated molecule of C7H7N.

Structure (XYZ):
```
15
C7H7N | the OMol25 dataset | ωB97M-V/def2-TZVPD
C 0.162 -1.332 -2.211
C 0.043 -0.568 -0.964
C -0.815 -0.957 -0.031
C -1.112 -0.105 1.195
C -0.131 1.058 1.425
C 0.814 1.266 0.546
C 1.196 0.372 -0.649
H -1.504 -1.822 -0.182
H -1.147 -0.824 2.032
H -2.178 0.277 0.964
H -0.411 1.850 2.129
H 1.361 2.179 0.659
H 2.061 -0.204 -0.277
H 1.488 0.919 -1.566
N 0.174 -2.108 -3.070
```

E_tot ... -325.6314 Ha
Structure (SMILES) ... N#CC1=CCC=CC1
Highest occupied orbital energy ... -9.606 eV
Molecular weight ... 105.1 u
ΔE to the lowest compared entry with this formula, charge and spin ... 71.77 kJ/mol

=====

# 6
The following is a DFT calculation (ωB97M-V/def2-TZVPD) of the ion C6H11N2S2 with charge +1.

Structure (XYZ):
```
21
C6H11N2S2 | the OMol25 dataset | ωB97M-V/def2-TZVPD
C 2.766 -0.390 -0.584
C 1.206 -2.180 0.429
C 2.545 -1.772 -0.422
C 0.557 -0.984 0.981
C -0.530 -0.453 0.071
C -0.334 1.088 -0.180
N 2.464 0.754 -0.497
N -1.715 1.727 0.425
S 0.571 -3.636 0.236
S -0.206 1.431 -1.943
H 2.538 -2.329 -1.377
H 3.386 -2.104 0.169
H 0.068 -1.207 2.000
H 1.253 -0.238 1.265
H -0.398 -0.981 -0.855
H -1.642 -0.823 0.322
H 0.089 2.675 -1.582
H -1.937 2.644 -0.114
H -1.585 2.120 1.406
H -2.473 1.047 0.283
H 3.009 1.604 -0.686
```

E_tot ... -1140.6152 Ha
Spin multiplicity ... 3
Total charge ... +1
Highest occupied orbital energy (spin up / spin down) ... -9.360 / -11.714 eV
Molecular weight ... 175.3 u
ΔE to the lowest compared entry with this formula, charge and spin ... 162.91 kJ/mol

=====

# 7
The following is a DFT calculation (ωB97M-V/def2-TZVPD) of a structure of composition C19H19N4O3ReSe2.

Structure (XYZ):
```
48
C19H19N4O3ReSe2 | the OMol25 dataset | ωB97M-V/def2-TZVPD
Re -0.491 0.031 0.335
Se -3.032 0.669 0.342
Se -3.218 -0.860 2.114
C -2.161 -2.288 1.325
C -2.568 -3.577 1.651
C -1.839 -4.656 1.174
C -0.732 -4.404 0.372
C -0.395 -3.091 0.089
N -1.082 -2.045 0.557
C -2.030 2.286 0.952
C -2.572 3.438 1.473
C -1.696 4.489 1.754
C -0.349 4.343 1.463
C 0.106 3.152 0.911
N -0.725 2.142 0.675
H -3.446 -3.723 2.267
H -2.132 -5.667 1.418
H -0.124 -5.208 -0.015
H 0.465 -2.867 -0.528
H -3.633 3.526 1.659
H -2.076 5.403 2.191
H 0.350 5.141 1.654
H 1.147 3.017 0.650
O 0.377 -0.426 4.294
C 0.391 -0.192 3.126
O -0.650 -0.029 2.355
C 1.688 -0.054 2.329
C 2.918 0.015 2.960
C 4.055 0.120 2.167
C 3.907 0.156 0.786
C 2.635 0.099 0.234
N 1.543 0.001 0.996
H 2.971 -0.024 4.040
H 5.031 0.168 2.630
H 4.768 0.219 0.139
H 2.477 0.134 -0.837
C -0.351 0.805 -5.207
N -0.034 0.119 -3.978
C 0.729 -1.097 -4.099
C -0.452 0.560 -2.821
O -0.209 -0.016 -1.720
H 0.400 0.572 -5.958
H -0.380 1.884 -5.064
H -1.318 0.482 -5.602
H 0.225 -1.791 -4.774
H 0.845 -1.559 -3.121
H 1.713 -0.880 -4.519
H -1.043 1.484 -2.839
```

E_tot ... -6060.3785 Ha
Spin multiplicity ... 4
Total charge ... +3
Highest occupied orbital energy (spin up / spin down) ... -17.638 / -17.661 eV
Molecular weight ... 695.5 u
ΔE to the lowest compared entry with this formula, charge and spin ... 0.00 kJ/mol

=====

# 8
The following is a DFT calculation (ωB97M-V/def2-TZVPD) of a structure of composition C52H50MgO3PS3Se2Te.

Structure (XYZ):
```
113
C52H50MgO3PS3Se2Te | the OMol25 dataset | ωB97M-V/def2-TZVPD
Mg -0.658 1.838 1.316
Se 1.641 1.126 3.616
P 2.328 3.036 2.937
Se 1.244 3.791 1.209
C 2.215 4.264 4.280
C 2.112 5.621 3.979
C 2.025 6.555 5.000
C 2.033 6.141 6.325
C 2.140 4.792 6.629
C 2.233 3.853 5.610
C 4.091 2.969 2.478
C 4.858 1.844 2.753
C 6.198 1.806 2.383
C 6.773 2.893 1.743
C 6.010 4.023 1.470
C 4.672 4.060 1.829
H 2.072 5.943 2.946
H 1.945 7.608 4.760
H 1.950 6.871 7.121
H 2.151 4.466 7.662
H 2.313 2.799 5.844
H 4.403 0.999 3.255
H 6.791 0.926 2.597
H 7.818 2.864 1.460
H 6.457 4.874 0.972
H 4.074 4.932 1.595
C -7.876 -2.740 -0.171
C -6.477 -2.250 0.091
C -5.449 -3.140 0.389
C -4.162 -2.686 0.636
C -3.902 -1.326 0.560
C -4.909 -0.414 0.284
C -6.189 -0.885 0.049
S -2.230 -0.800 0.843
O -2.359 0.679 1.221
C -1.721 -0.797 -0.890
C -2.104 0.402 -1.717
C -2.509 -0.066 -3.067
C -1.863 -1.084 -3.638
C -2.286 -1.628 -4.922
C -1.745 -2.746 -5.414
C -0.690 -3.449 -4.682
C -0.211 -2.979 -3.535
C -0.636 -1.659 -2.938
C -0.951 -1.745 -1.410
C -0.360 -2.824 -0.561
C -0.865 -4.154 -0.705
C -1.993 -4.429 -1.523
C -2.475 -5.700 -1.640
C -1.853 -6.770 -0.953
C -0.777 -6.535 -0.150
C -0.263 -5.222 0.002
C 0.818 -4.950 0.874
C 1.237 -3.670 1.070
C 0.653 -2.598 0.347
S 1.314 -1.028 0.943
O 0.248 0.038 0.793
C 2.516 -0.660 -0.319
C 3.129 -1.642 -1.080
C 4.085 -1.268 -2.014
C 4.435 0.067 -2.195
C 5.468 0.470 -3.214
C 3.817 1.032 -1.395
C 2.868 0.680 -0.453
H -8.001 -3.773 0.153
H -8.110 -2.692 -1.237
H -8.609 -2.126 0.352
H -5.659 -4.202 0.445
H -3.371 -3.384 0.888
H -4.698 0.649 0.281
H -6.986 -0.180 -0.161
H -2.850 1.029 -1.231
H -3.352 0.412 -3.552
H -3.082 -1.111 -5.448
H -2.088 -3.152 -6.357
H -0.295 -4.369 -5.094
H 0.595 -3.498 -3.026
H -2.488 -3.614 -2.039
H -3.340 -5.893 -2.262
H -2.243 -7.774 -1.060
H -0.304 -7.346 0.392
H 1.279 -5.768 1.415
H 2.022 -3.454 1.787
H 2.870 -2.687 -0.959
H 4.565 -2.032 -2.614
H 5.750 -0.367 -3.852
H 6.369 0.838 -2.720
H 5.094 1.276 -3.847
H 4.093 2.077 -1.497
H 2.402 1.444 0.162
O -1.050 2.590 -0.560
S -0.563 1.521 -1.542
C 0.620 -0.708 -3.137
C 0.651 0.245 -4.353
C -0.268 1.487 -4.377
C -0.301 2.359 -3.118
H 1.492 -1.358 -3.227
H 0.804 -0.145 -2.224
H 0.457 -0.324 -5.266
H 1.686 0.590 -4.420
H -1.279 1.206 -4.644
H 0.079 2.138 -5.184
H -1.041 3.159 -3.175
H 0.678 2.812 -2.937
C -1.837 1.585 5.106
Te -1.656 3.126 3.653
C -3.762 3.229 3.340
H -2.515 0.819 4.734
H -2.216 2.017 6.028
H -0.845 1.174 5.258
H -4.236 3.656 4.219
H -4.142 2.230 3.141
H -3.941 3.869 2.479
```

E_tot ... -9044.0311 Ha
Total charge ... +1
Highest occupied orbital energy ... -9.612 eV
Molecular weight ... 1160.0 u
ΔE to the lowest compared entry with this formula, charge and spin ... 251.80 kJ/mol

=====

Question: Among the records above, which one has the lowest molecular weight?
Answer: C3H4N2S

=====

Question: Number 6 is which compound?
Answer: C6H11N2S2